# 1
DFT (the ωB97M-V functional and the def2-TZVPD basis) results for a molecular structure, C18H12BCl5CrF4N3O2S3.

Properties
* 2S+1: 5
* charge: -1
* orbital gap (alpha / beta): 7.5 / 6.8 eV
* E_tot: -5972.55709 a.u.

Last column: natural (NBO) charge in e.
Element x y z (Å)
Cr  -0.3778  0.1428  1.4336  1.13
Cl  1.3122  -0.6840  2.9330  0.15
C  2.7770  -0.1539  2.1133  -0.04
C  3.9279  -0.8682  2.3706  -0.22
C  5.1052  -0.4706  1.7598  -0.24
C  5.0911  0.6285  0.9131  -0.24
C  3.9128  1.3157  0.6806  -0.03
Cl  3.9671  2.6653  -0.4170  0.01
C  2.6893  0.9500  1.2640  -0.20
S  1.2182  1.8427  0.9576  -0.06
H  3.8970  -1.7182  3.0388  0.23
H  6.0246  -1.0102  1.9425  0.21
H  5.9958  0.9614  0.4212  0.22
O  2.8156  -1.0419  -1.2401  -0.66
C  2.1180  -1.0737  -2.4040  0.42
C  2.7760  -1.3140  -3.6092  -0.32
C  2.0794  -1.3413  -4.8029  -0.18
C  0.7074  -1.1278  -4.8108  -0.26
C  0.0595  -0.8727  -3.6155  -0.13
C  0.7395  -0.8398  -2.3990  -0.19
C  -0.0196  -0.4795  -1.1691  0.59
O  0.4477  -0.8344  -0.0129  -0.69
N  -1.1251  0.1787  -1.3334  -0.41
N  -1.6871  0.4324  -0.0616  -0.37
C  -2.9587  0.5531  -0.0770  0.00
S  -3.9170  0.9696  1.3169  0.36
C  -5.3461  0.0736  0.6750  -0.54
C  -5.4737  0.4653  -0.7852  -0.55
S  -3.8463  0.2609  -1.5572  0.34
H  3.7571  -1.0890  -1.4379  0.47
H  3.8500  -1.4692  -3.5984  0.20
H  2.6128  -1.5186  -5.7287  0.20
H  0.1527  -1.1457  -5.7394  0.21
H  -1.0040  -0.6755  -3.5943  0.24
H  -6.2153  0.3702  1.2621  0.23
H  -5.1710  -0.9966  0.7884  0.24
H  -5.7896  1.5044  -0.8804  0.22
H  -6.1705  -0.1807  -1.3201  0.23
Cl  -1.6808  3.7088  0.7118  -0.63
C  -1.7726  3.7817  3.3639  -0.22
Cl  -3.4009  4.1497  3.7133  0.08
Cl  -0.5719  4.8957  3.8253  0.09
C  -1.4062  2.4643  3.1035  0.43
N  -1.0792  1.3700  2.9158  -0.48
F  -2.2157  -2.5349  0.4724  -0.55
B  -1.8056  -2.6215  1.7921  1.35
F  -2.7582  -3.2258  2.5959  -0.55
F  -0.5523  -3.1903  1.9298  -0.55
F  -1.6885  -1.2068  2.2996  -0.55

***

# 2
DFT (the ωB97M-V functional and the def2-TZVPD basis) results for 2 unconnected molecules or ions with the total composition C12H13Cl4NO2 at a distorted geometry.

Properties
* SMILES: O=C1C(=O)C(Cl)=C(Cl)C(Cl)=C1Cl.CN1CCCCC1
* charge: 0
* orbital gap: 5.9 eV
* ΔE to the lowest compared entry with this formula, charge and spin: 3.865 eV
* E_tot: -2510.94068 a.u.

Last column: natural (NBO) charge in e.
Element x y z (Å)
Cl  -3.4495  -3.3589  2.1142  0.11
C  -2.9523  -2.5437  0.7118  -0.07
C  -1.9310  -1.6012  0.7729  -0.15
Cl  -1.0283  -1.4660  2.2194  0.09
C  -1.5076  -0.8893  -0.4206  0.47
O  -0.3780  -0.8872  -0.9588  -0.42
C  -2.6934  -0.7127  -1.4253  0.45
O  -2.8351  0.2536  -2.1709  -0.45
C  -3.4523  -1.9705  -1.5680  -0.16
Cl  -4.2080  -2.2114  -3.0613  0.10
C  -3.6284  -2.8384  -0.5126  -0.07
Cl  -4.7308  -4.1359  -0.6224  0.11
C  0.2660  1.3146  1.9669  -0.40
N  0.5046  0.7948  0.6340  -0.49
C  1.5929  -0.2393  0.6628  -0.22
C  2.9671  0.1308  0.1234  -0.42
C  2.9422  1.1094  -1.0472  -0.40
C  2.0633  2.3272  -0.7663  -0.42
C  0.6469  1.9541  -0.2997  -0.21
H  0.6940  2.3152  2.1323  0.17
H  -0.8193  1.3766  2.0659  0.18
H  0.6614  0.6180  2.7069  0.19
H  1.7269  -0.5432  1.7085  0.19
H  1.2380  -1.1254  0.1333  0.21
H  3.5671  0.5050  0.9609  0.19
H  3.4922  -0.7756  -0.1947  0.21
H  3.9633  1.4224  -1.3067  0.21
H  2.5134  0.5903  -1.9154  0.20
H  2.5227  3.0021  -0.0300  0.19
H  1.9999  2.9330  -1.6768  0.21
H  -0.0027  1.8166  -1.1787  0.20
H  0.2548  2.8349  0.2423  0.19

***

# 3
DFT (the ωB97M-V functional and the def2-TZVPD basis) results for C4H5NS2 in the gas phase at a distorted geometry.

Properties
* SMILES: S=C[C@@H]1N[C@H]1C=S
* charge: 0
* orbital gap: 7.4 eV
* ΔE to the lowest compared entry with this formula, charge and spin: 4.626 eV
* E_tot: -1006.38349 a.u.

Last column: natural (NBO) charge in e.
Element x y z (Å)
C  -1.7658  -0.3905  -0.5003  -0.23
C  -0.8346  0.4619  0.3152  -0.08
C  0.6415  0.0814  -0.2374  -0.17
C  1.8887  -0.2917  0.4806  -0.22
H  -1.8563  -0.3351  -1.5738  0.22
H  -0.9534  0.4160  1.3860  0.22
H  -0.0023  2.3280  0.1696  0.40
H  0.6135  -0.5291  -1.2468  0.24
H  2.0173  0.1237  1.5342  0.21
N  -0.2070  1.4374  -0.2790  -0.57
S  -2.5365  -1.7864  0.1179  0.01
S  2.9949  -1.5156  -0.1663  -0.02

***

# 4
DFT (the ωB97M-V functional and the def2-TZVPD basis) results for C5H15N3 in the gas phase at a distorted geometry.

Properties
* SMILES: CN[C@@H](C)CNCN
* charge: 0
* orbital gap: 9.6 eV
* ΔE to the lowest compared entry with this formula, charge and spin: 2.256 eV
* E_tot: -363.70419 a.u.

Last column: natural (NBO) charge in e.
Element x y z (Å)
C  0.5212  -0.5017  -0.2189  -0.24
N  0.8919  0.9302  0.0330  -0.64
C  2.2006  1.0058  0.6945  -0.07
N  2.2313  2.2461  1.5547  -0.85
C  -1.0194  -0.8260  0.0796  -0.06
C  -1.0756  -2.0441  1.0230  -0.62
N  -1.5993  -1.0399  -1.2410  -0.64
C  -2.0545  0.1262  -1.9617  -0.41
H  0.7388  -0.7575  -1.2698  0.19
H  1.1359  -1.2896  0.2311  0.19
H  1.0185  1.3001  -0.9069  0.36
H  3.1023  1.1337  0.0817  0.17
H  2.3460  0.2738  1.4820  0.18
H  1.6092  2.9311  1.1496  0.35
H  1.8662  2.0848  2.4905  0.35
H  -1.5219  0.0235  0.5252  0.18
H  -0.1721  -2.3253  1.5739  0.21
H  -1.7768  -1.7820  1.8170  0.22
H  -1.3760  -2.9567  0.5088  0.21
H  -2.2837  -1.7820  -1.2800  0.36
H  -3.0329  0.5995  -1.7434  0.17
H  -2.2001  -0.1750  -2.9958  0.20
H  -1.2276  0.8365  -1.8964  0.19

***

# 5
DFT (the ωB97M-V functional and the def2-TZVPD basis) results for 23 unconnected molecules or ions with the total composition C32H37Cl66F5O6S at a distorted geometry.

Properties
* charge: 0
* orbital gap: 9.5 eV
* E_tot: -32963.02148 a.u.

Last column: Löwdin charge in e.
Element x y z (Å)
O  -3.6041  0.7348  3.2831  -0.25
S  -2.2571  0.9766  2.8810  0.64
O  -1.5368  1.8254  3.7765  -0.26
C  -1.4074  -0.6022  2.7901  -0.16
C  -0.6219  -0.9172  1.4955  -0.14
C  -1.1777  -0.2346  0.2532  -0.25
C  -2.4265  -0.9313  -0.2545  -0.22
O  -3.4310  -0.9164  0.7262  -0.10
C  -4.6329  -1.4313  0.1971  -0.26
O  -5.5939  -1.4001  1.1832  -0.09
C  -6.6369  -0.4581  0.9967  -0.15
C  -6.7844  0.4046  2.2689  -0.25
O  -6.9848  1.7744  1.9778  -0.05
C  -1.2934  1.2515  0.5107  -0.19
C  -1.4830  2.0672  -0.7756  -0.36
F  -1.1809  1.3624  -1.8836  0.13
F  -0.6253  3.1209  -0.7278  0.09
C  -2.8955  2.6872  -0.9906  -0.50
F  -2.9349  3.1459  -2.2670  0.16
F  -3.1130  3.7342  -0.1861  0.05
F  -3.8760  1.7759  -0.8718  0.18
O  -2.3373  1.6192  1.4122  -0.16
H  -2.1422  -1.3794  2.9401  0.09
H  -0.7317  -0.6091  3.6349  0.11
H  -0.6086  -1.9861  1.3165  0.11
H  0.4015  -0.5756  1.6248  0.12
H  -0.4239  -0.3720  -0.5171  0.11
H  -2.7621  -0.4297  -1.1688  0.13
H  -2.1182  -1.9326  -0.5612  0.02
H  -4.9105  -0.8877  -0.7107  0.14
H  -4.4582  -2.4754  -0.0874  0.12
H  -7.5809  -0.9716  0.8345  0.12
H  -6.4447  0.2283  0.1757  0.12
H  -7.5805  0.0396  2.9035  0.06
H  -5.8434  0.2990  2.8091  0.08
H  -6.3252  2.0541  1.3422  0.07
H  -0.3321  1.5757  0.9105  0.15
C  1.5462  5.4817  0.9655  -1.51
Cl  1.8458  6.8569  2.0338  0.58
Cl  2.8860  5.2719  -0.1590  0.52
Cl  1.2809  4.0167  1.9071  0.57
H  0.6492  5.6873  0.3959  0.02
C  -4.5204  -4.7120  2.4439  -1.57
Cl  -3.0272  -4.4008  1.5575  0.55
Cl  -5.5761  -5.7918  1.5308  0.54
Cl  -4.1620  -5.3756  4.0356  0.52
H  -5.0346  -3.7679  2.5753  -0.07
C  -1.0437  -4.8001  -2.0039  -1.53
Cl  -2.6889  -5.0090  -2.6021  0.55
Cl  -0.6928  -3.0866  -1.7654  0.59
Cl  -0.7908  -5.6479  -0.4861  0.51
H  -0.3595  -5.2040  -2.7390  -0.07
C  1.7133  -9.0039  0.7340  -1.55
Cl  1.5201  -8.2826  -0.8636  0.50
Cl  3.3694  -9.5578  0.9771  0.53
Cl  1.2442  -7.8583  1.9921  0.52
H  1.0577  -9.8614  0.7974  0.01
C  3.1268  3.7129  -4.0668  -1.53
Cl  4.6135  4.2056  -3.2498  0.52
Cl  3.3701  2.2088  -4.9519  0.51
Cl  1.8057  3.5326  -2.9143  0.51
H  2.8555  4.4884  -4.7701  0.02
C  0.0012  0.6331  -7.0203  -1.53
Cl  0.2148  1.5758  -5.5512  0.52
Cl  -0.2366  1.6941  -8.4155  0.54
Cl  1.3839  -0.4338  -7.2778  0.51
H  -0.8832  0.0211  -6.9073  0.02
C  3.7928  -1.3084  -0.5436  -1.53
Cl  2.1664  -1.5388  -1.1867  0.51
Cl  4.1429  0.4084  -0.3381  0.52
Cl  3.9717  -2.1732  0.9815  0.51
H  4.5010  -1.7173  -1.2526  0.01
C  8.2927  0.7098  -0.3633  -1.55
Cl  7.7089  0.4694  1.2826  0.53
Cl  10.0557  0.7456  -0.3959  0.54
Cl  7.6808  -0.5561  -1.4297  0.52
H  7.9251  1.6623  -0.7202  0.01
C  0.5061  9.7982  0.8375  -1.59
Cl  -1.1879  9.3269  0.7215  0.52
Cl  1.3498  9.4730  -0.6781  0.52
Cl  0.6826  11.4944  1.2916  0.52
H  0.9659  9.1965  1.6096  -0.08
C  4.2049  -3.6113  4.7805  -1.54
Cl  2.4699  -3.9348  4.7988  0.52
Cl  4.9057  -4.0648  3.2262  0.50
Cl  4.5281  -1.9149  5.1376  0.53
H  4.6689  -4.2136  5.5492  0.01
C  5.3820  6.9488  3.2654  -1.57
Cl  5.7111  8.2968  4.3581  0.50
Cl  6.7098  6.7304  2.1262  0.50
Cl  5.0889  5.4731  4.1848  0.53
H  4.4863  7.1728  2.6940  -0.07
C  -1.7231  -0.4998  -11.3263  -1.54
Cl  -3.4858  -0.6023  -11.2223  0.54
Cl  -0.9793  -2.0182  -10.8231  0.52
Cl  -1.2214  -0.0709  -12.9596  0.54
H  -1.3917  0.2803  -10.6541  -0.04
C  2.2657  -4.2448  -4.6398  -1.52
Cl  0.5980  -4.4376  -5.1950  0.53
Cl  2.6981  -2.5369  -4.5711  0.52
Cl  2.4884  -4.9979  -3.0561  0.53
H  2.9170  -4.7387  -5.3468  -0.03
C  10.7218  -2.7184  1.5015  -1.56
Cl  10.0949  -2.9213  3.1377  0.52
Cl  12.4855  -2.7328  1.4966  0.52
Cl  10.0798  -3.9600  0.4247  0.52
H  10.3939  -1.7571  1.1342  -0.04
C  -3.4211  -3.3207  7.9041  -1.54
Cl  -4.0457  -4.8962  8.3888  0.52
Cl  -1.6798  -3.3966  7.6293  0.53
Cl  -4.2656  -2.7412  6.4681  0.52
H  -3.6066  -2.6174  8.7042  0.01
C  4.8030  11.6757  2.1387  -1.53
Cl  4.0730  10.0843  2.3581  0.51
Cl  6.5633  11.5880  2.1784  0.54
Cl  4.2363  12.3897  0.6312  0.53
H  4.4759  12.2992  2.9593  0.02
C  1.7136  -8.2226  -6.2797  -1.53
Cl  3.2347  -7.3358  -6.4503  0.55
Cl  2.0078  -9.9586  -6.3064  0.54
Cl  0.8689  -7.7490  -4.8065  0.51
H  1.0846  -7.9735  -7.1233  0.02
C  10.5478  7.3016  0.9396  -1.55
Cl  10.1511  6.6767  2.5385  0.52
Cl  12.0716  6.6247  0.3627  0.52
Cl  9.2455  6.9681  -0.2068  0.51
H  10.6623  8.3741  1.0144  0.01
C  -4.1012  6.8316  2.5293  -1.54
Cl  -2.7950  7.6737  3.3645  0.51
Cl  -3.4797  5.4307  1.6550  0.61
Cl  -5.3664  6.3535  3.6599  0.54
H  -4.5337  7.5127  1.8093  0.01
C  -8.2242  -5.6550  7.6814  -1.54
Cl  -7.8323  -4.1354  8.4917  0.54
Cl  -7.0386  -5.9855  6.4215  0.53
Cl  -8.3186  -6.9782  8.8419  0.54
H  -9.1911  -5.5476  7.2082  0.01
C  -4.4486  -4.3562  -11.0836  -1.57
Cl  -4.8227  -4.8482  -9.4301  0.52
Cl  -2.9366  -5.0814  -11.6256  0.51
Cl  -5.7711  -4.7701  -12.1742  0.53
H  -4.3252  -3.2817  -11.0948  -0.05
C  -7.7457  -2.5785  5.1727  -1.54
Cl  -9.5080  -2.6715  5.2957  0.54
Cl  -7.1946  -3.3088  3.6597  0.59
Cl  -7.1941  -0.9115  5.3018  0.59
H  -7.3176  -3.1404  5.9922  -0.08

***

# 6
DFT (the ωB97M-V functional and the def2-TZVPD basis) results for a gas-phase ion, C7H12N5 (charge +1) at a distorted geometry.

Properties
* 2S+1: 3
* charge: +1
* orbital gap (alpha / beta): 4.6 / 8.4 eV
* ΔE to the lowest compared entry with this formula, charge and spin: 3.814 eV
* E_tot: -547.22820 a.u.

Last column: natural (NBO) charge in e.
Element x y z (Å)
C  0.0971  1.7035  0.4602  0.26
C  0.6832  -0.1450  -2.0038  0.33
C  -0.0779  0.8008  -2.7624  -0.34
C  1.2386  -1.9271  -0.2470  -0.06
C  0.3720  0.1966  3.3885  -0.06
C  -0.2128  -0.6106  1.1826  0.53
C  -0.8681  0.6212  0.7231  -0.65
N  1.0258  2.3486  0.2519  -0.26
N  1.3915  -0.8541  -1.3973  -0.39
N  -0.0302  -1.6911  0.3032  -0.59
N  0.2550  -0.7377  2.4526  -0.49
N  -1.3867  0.9279  -2.1653  -0.86
H  0.4240  1.6277  -2.6040  0.24
H  0.0302  0.4590  -3.8530  0.25
H  1.1503  -2.9174  -0.6758  0.24
H  1.9547  -1.6638  0.5284  0.22
H  0.1605  1.1503  3.2474  0.19
H  0.6793  -0.1829  4.3149  0.21
H  -1.5086  0.9978  1.4592  0.27
H  -1.4168  0.6248  -0.2112  0.35
H  -0.8247  -1.6900  -0.3375  0.41
H  0.6192  -1.5663  2.7875  0.43
H  -1.6241  1.9252  -1.9784  0.38
H  -2.1315  0.6027  -2.8640  0.39

***

# 7
DFT (the ωB97M-V functional and the def2-TZVPD basis) results for 9 unconnected molecules or ions with the total composition C5H27NO9 at a distorted geometry.

Properties
* SMILES: C[C@@H](C=O)N(C)C.O.O.O.O.O.O.O.O
* charge: 0
* orbital gap: 9.4 eV
* ΔE to the lowest compared entry with this formula, charge and spin: 5.043 eV
* E_tot: -938.49145 a.u.

Last column: natural (NBO) charge in e.
Element x y z (Å)
C  -1.2342  2.5930  0.6336  -0.46
N  -0.1409  1.6819  0.2301  -0.47
C  1.1484  2.3901  0.5211  -0.44
C  -0.2390  0.1839  2.3498  -0.63
C  -0.1290  0.3605  0.7734  -0.16
C  -1.1411  -0.3998  -0.0182  0.45
O  -1.0864  -1.5896  -0.0044  -0.60
H  -2.1701  2.2354  0.2822  0.20
H  -1.3979  2.8697  1.6839  0.19
H  -1.3528  3.4528  -0.0516  0.23
H  1.5151  2.3891  1.5982  0.17
H  1.1236  3.4038  0.0803  0.22
H  2.0002  1.8920  -0.0845  0.21
H  -0.2926  1.1919  2.8903  0.22
H  0.6212  -0.4209  2.6469  0.24
H  -1.1172  -0.3626  2.5814  0.21
H  0.9536  -0.0154  0.5534  0.22
H  -1.9971  0.0307  -0.5645  0.15
H  2.7189  0.6118  -3.2740  0.47
H  1.5727  1.3155  -2.6606  0.47
O  2.4334  1.4894  -3.0933  -0.94
H  1.0721  -4.0401  0.4485  0.48
H  -0.1053  -3.3161  -0.1325  0.49
O  0.7147  -3.6413  -0.3765  -0.95
H  -3.2188  -2.7716  0.1421  0.48
H  -3.3212  -1.7821  1.0998  0.46
O  -2.7787  -2.6352  1.0573  -0.92
H  3.9406  0.0960  1.7900  0.47
H  3.2172  1.4786  2.0164  0.47
O  3.9742  0.9467  2.3029  -0.94
H  1.1177  -2.4724  -2.5181  0.48
H  1.1269  -2.0861  -1.0988  0.50
O  1.4098  -1.7907  -1.9898  -0.96
H  0.3055  -0.4585  -2.1146  0.49
H  -0.3438  0.9803  -1.8637  0.48
O  -0.3843  0.1699  -2.3693  -0.98
H  -0.3453  -3.7512  2.8326  0.46
H  -0.9891  -2.5479  2.3713  0.48
O  -0.4340  -2.8051  3.1188  -0.94
H  -3.3006  3.3746  -2.4849  0.46
H  -2.5500  4.5680  -2.0530  0.46
O  -2.3770  3.8055  -2.5563  -0.92